[1]
{
  "formula": "C18H57AsF6N15O9",
  "method": "ωB97M-V/def2-TZVPD",
  "orbital_gap_ev": 8.90,
  "total_energy_ev": -137525.0465,
  "charge": -1,
  "lumo_ev": 2.021,
  "homo_ha": -0.253,
  "symbols": ["O", "F", "O", "C", "O", "H", "O", "H", "H", "H", "C", "C", "H", "H", "H", "H", "N", "O", "N", "H", "H", "N", "C", "C", "H", "F", "C", "H", "H", "O", "C", "N", "N", "H", "N", "N", "H", "H", "C", "H", "H", "O", "H", "C", "H", "C", "H", "H", "H", "H", "H", "H", "H", "C", "H", "H", "H", "H", "H", "C", "N", "C", "H", "N", "O", "H", "H", "H", "H", "H", "F", "N", "H", "O", "N", "N", "F", "C", "H", "H", "H", "H", "H", "H", "As", "H", "C", "H", "N", "N", "H", "H", "H", "F", "H", "C", "C", "F", "C", "H", "H", "H", "N", "H", "H", "H"],
  "xyz": [[-7.666, -18.789, 8.228], [-13.166, -18.253, 4.305], [-7.215, -15.654, 4.067], [-10.452, -15.206, -0.855], [-9.290, -15.244, -0.520], [-12.190, -12.455, 9.256], [-13.284, -19.890, 10.389], [-10.434, -24.271, 5.257], [-12.443, -18.819, 11.931], [-15.860, -21.112, -0.453], [-12.230, -14.360, 7.521], [-16.241, -19.377, -1.474], [-13.160, -20.388, 12.336], [-15.757, -19.798, -2.366], [-14.056, -18.816, -0.332], [-17.467, -19.463, 0.846], [-9.153, -14.912, 3.185], [-5.959, -20.527, 2.765], [-14.251, -19.804, -0.235], [-8.744, -21.139, 6.434], [-12.002, -20.383, 6.802], [-11.057, -14.144, -1.493], [-10.599, -15.822, 6.643], [-13.711, -14.142, 3.219], [-16.119, -18.586, 1.394], [-11.581, -16.832, 3.207], [-13.376, -19.376, 8.078], [-13.415, -18.507, 6.163], [-15.018, -12.984, 2.056], [-11.690, -15.666, 7.539], [-13.552, -18.846, 9.490], [-11.353, -16.213, -0.605], [-8.558, -17.143, 3.003], [-12.986, -17.563, 7.438], [-8.173, -19.957, 2.651], [-13.754, -15.181, 4.078], [-13.790, -20.128, 0.599], [-9.916, -14.974, 6.717], [-11.123, -22.423, 4.877], [-12.777, -14.804, 9.589], [-8.860, -13.999, 3.470], [-10.046, -21.859, 5.087], [-12.227, -20.736, 4.533], [-8.288, -19.342, 7.329], [-11.192, -19.288, 7.960], [-13.125, -14.211, 8.740], [-11.402, -13.644, 7.545], [-15.077, -14.111, 7.747], [-7.710, -21.201, 7.851], [-14.616, -18.573, 9.549], [-12.934, -15.453, 4.584], [-7.980, -17.883, 3.354], [-9.575, -19.211, 5.746], [-13.291, -19.488, 11.739], [-12.042, -14.229, -1.665], [-10.598, -13.276, -1.676], [-15.670, -14.419, 2.763], [-14.180, -20.091, 7.874], [-15.914, -18.324, -1.480], [-7.124, -20.775, 3.015], [-11.254, -23.783, 4.941], [-14.575, -14.634, 8.571], [-14.226, -18.979, 11.997], [-13.137, -12.818, 9.244], [-12.683, -13.525, 2.958], [-12.128, -24.240, 5.122], [-17.832, -18.537, -3.418], [-9.137, -20.232, 2.720], [-12.309, -16.149, -0.899], [-15.148, -14.225, 9.414], [-12.903, -19.942, 2.433], [-12.251, -21.733, 4.651], [-10.066, -15.089, 2.806], [-17.635, -19.575, -1.579], [-8.353, -20.711, 7.261], [-14.912, -13.765, 2.669], [-11.029, -19.201, 3.774], [-15.685, -20.057, -0.223], [-19.312, -18.724, -2.378], [-16.306, -20.299, 1.847], [-11.039, -17.009, -0.081], [-12.937, -17.957, 9.675], [-8.415, -21.826, 4.303], [-7.953, -19.179, 2.051], [-12.244, -18.386, 2.829], [-12.835, -14.186, 6.621], [-18.230, -18.601, -2.402], [-6.693, -22.070, 4.421], [-9.024, -18.677, 6.398], [-13.644, -18.277, 7.124], [-10.055, -16.755, 6.792], [-14.776, -15.702, 8.596], [-10.993, -15.931, 5.625], [-13.554, -17.670, 1.958], [-11.695, -20.798, 8.503], [-16.392, -19.578, 1.032], [-12.012, -20.003, 7.821], [-11.215, -18.419, 1.436], [-8.228, -15.883, 3.403], [-13.669, -12.209, 8.630], [-14.566, -15.767, 4.155], [-18.062, -17.607, -1.954], [-7.490, -21.770, 3.887], [-13.136, -22.182, 4.499], [-9.440, -17.238, 2.539], [-8.864, -17.697, 6.249]]
}

[2]
{
  "formula": "C18H57N3O9",
  "method": "ωB97M-V/def2-TZVPD",
  "orbital_gap_ev": [2.42, 9.26],
  "multiplicity": 2,
  "total_energy_ev": -42483.5169,
  "charge": -1,
  "lumo_ev": [2.405, 2.400],
  "homo_ha": [-0.001, -0.252],
  "symbols": ["H", "N", "C", "H", "C", "H", "H", "H", "H", "H", "O", "H", "H", "H", "H", "H", "H", "H", "H", "H", "H", "H", "C", "H", "H", "H", "C", "H", "H", "O", "H", "C", "H", "H", "H", "O", "H", "C", "C", "H", "C", "H", "H", "H", "H", "O", "H", "C", "H", "H", "H", "C", "O", "H", "H", "H", "O", "N", "H", "H", "C", "O", "C", "H", "C", "H", "C", "H", "H", "O", "N", "H", "C", "H", "C", "O", "H", "C", "H", "H", "H", "H", "H", "C", "H", "H", "H"],
  "xyz": [[-5.977, -1.700, 2.077], [5.088, 3.331, -1.010], [-2.702, -2.152, 1.103], [0.982, 4.233, -3.245], [1.050, 0.786, 0.081], [-4.720, -3.820, 1.087], [-1.268, -6.755, 6.041], [-6.079, -0.636, -0.444], [-6.714, -3.101, 2.266], [-7.654, -1.192, -0.578], [-1.598, -0.753, -3.331], [6.661, 5.654, -0.375], [3.389, 4.384, 0.904], [5.078, 2.800, -0.151], [-3.148, -5.417, 6.253], [-3.297, 0.998, -2.231], [0.821, -2.138, -2.211], [5.149, 8.279, 1.730], [-6.426, -1.889, -1.629], [-2.095, -1.374, 1.565], [4.169, -0.575, 0.258], [-0.398, 0.816, -1.445], [1.863, 2.953, -4.919], [1.356, -0.876, -0.690], [-3.433, -4.000, 5.436], [-0.002, 3.088, -5.056], [5.741, 7.444, 1.355], [2.827, -0.390, 0.934], [0.532, -2.559, 2.332], [-4.057, -1.874, 1.001], [-4.400, -3.346, -0.536], [-2.643, -0.094, -3.888], [-0.298, -6.751, 4.815], [2.545, 3.566, -2.893], [-0.798, -0.513, -3.805], [1.244, -0.590, 0.219], [-2.256, -5.598, 3.980], [0.986, -3.542, 2.457], [-0.761, -4.038, 4.127], [6.430, 7.936, 0.668], [-2.600, -4.562, 5.857], [1.329, 1.223, 1.039], [1.218, 2.503, -2.902], [-2.715, -3.109, 1.625], [3.910, -0.684, -4.018], [4.012, -0.671, -3.066], [-4.528, 0.695, -3.500], [3.334, 4.524, -0.175], [6.075, 3.321, -1.224], [4.719, 5.177, -1.806], [6.263, 7.013, 2.210], [-0.358, 1.142, -0.406], [0.640, 2.401, -5.250], [-3.034, -0.818, -4.603], [6.104, 4.748, 0.937], [-0.642, 2.194, -0.422], [3.763, -0.471, 1.118], [-6.738, -2.256, 1.713], [2.654, 2.212, -5.032], [-0.105, -3.620, 4.891], [-4.779, -2.965, 0.413], [5.012, 6.482, 0.662], [5.735, 5.388, 0.135], [-2.277, -2.288, 0.109], [-1.617, -5.155, 4.743], [2.066, 3.840, -5.519], [-3.736, 0.254, -2.895], [1.799, -3.400, 3.169], [-2.032, -4.064, 6.643], [-0.039, -4.441, 2.964], [-0.785, -6.114, 5.429], [1.783, 1.061, -0.677], [1.618, 3.368, -3.431], [3.194, -1.040, -2.733], [-6.292, -2.696, 0.399], [1.494, -1.464, -2.297], [2.659, 3.764, -0.572], [-6.629, -1.562, -0.609], [-4.035, -0.498, -2.164], [1.454, -3.848, 1.521], [-1.170, 0.603, 0.082], [-2.180, 0.736, -4.422], [1.149, -0.863, -2.958], [4.733, 4.699, -0.826], [2.757, 5.436, -0.331], [-6.950, -3.534, 0.171], [-1.419, -3.254, 3.753]]
}

[3]
{
  "formula": "C18H60CuF2N4O15S2",
  "method": "ωB97M-V/def2-TZVPD",
  "orbital_gap_ev": [7.85, 6.16],
  "multiplicity": 2,
  "total_energy_ev": -128053.4393,
  "lumo_ev": [-0.689, -2.380],
  "homo_ha": [-0.314, -0.314],
  "symbols": ["C", "O", "H", "H", "H", "H", "C", "H", "H", "N", "C", "O", "H", "H", "H", "H", "H", "H", "C", "H", "H", "F", "H", "O", "H", "C", "H", "H", "H", "C", "O", "H", "C", "C", "C", "H", "H", "H", "O", "C", "H", "H", "O", "C", "H", "H", "H", "C", "H", "H", "C", "H", "H", "C", "O", "H", "O", "O", "O", "H", "O", "N", "H", "H", "H", "S", "N", "Cu", "C", "H", "O", "H", "H", "H", "H", "C", "H", "S", "H", "O", "H", "C", "O", "H", "H", "H", "C", "H", "N", "H", "H", "H", "F", "H", "H", "H", "H", "H", "O", "H", "H", "H"],
  "xyz": [[12.546, -17.691, -6.596], [13.812, -17.014, -6.527], [9.615, -16.613, -2.115], [14.189, -11.835, -6.248], [12.896, -11.024, -6.140], [8.605, -18.596, -1.209], [16.861, -18.899, -0.143], [12.644, -17.587, -0.090], [17.722, -18.106, -1.921], [13.759, -13.206, -3.139], [9.593, -17.500, -2.761], [9.994, -10.560, -2.027], [8.632, -16.678, -4.564], [15.213, -15.702, -6.227], [17.148, -13.010, 2.833], [14.726, -17.623, -1.746], [14.247, -20.657, -3.601], [11.008, -15.393, 2.228], [12.635, -18.919, -7.497], [12.729, -15.502, 1.939], [10.527, -19.013, 1.309], [14.132, -12.289, -0.932], [11.955, -16.405, -8.182], [13.225, -10.192, -2.787], [15.425, -14.296, -2.653], [15.261, -14.046, 2.914], [16.658, -13.339, 4.465], [11.697, -19.157, -7.998], [16.836, -15.506, 2.689], [11.754, -15.832, 1.568], [16.271, -11.397, -2.674], [15.720, -15.827, 4.043], [6.141, -18.590, -2.111], [15.799, -15.450, 3.022], [16.823, -17.924, -1.321], [16.791, -19.932, -0.489], [16.448, -15.600, -5.323], [6.236, -19.616, -2.481], [13.585, -11.433, -5.607], [12.682, -17.879, 0.973], [15.842, -12.049, 3.600], [13.700, -17.608, 1.297], [11.407, -13.867, -3.961], [9.508, -17.236, -4.241], [11.590, -15.560, 0.525], [13.376, -19.214, -2.833], [15.839, -17.480, -3.136], [11.571, -16.681, -7.194], [14.179, -19.544, -0.223], [13.475, -18.876, -8.192], [12.518, -19.373, 1.130], [11.664, -17.670, -2.688], [10.437, -16.821, -4.639], [13.420, -20.195, 0.214], [15.994, -15.157, -6.048], [16.456, -15.336, -2.237], [7.220, -17.765, -2.413], [11.962, -13.117, -1.129], [12.988, -15.646, -3.541], [15.178, -16.147, 2.451], [15.409, -19.407, -2.559], [10.844, -18.216, -2.449], [11.390, -15.781, -6.610], [14.793, -12.794, 1.477], [13.952, -21.012, 0.705], [13.267, -13.482, -1.555], [11.096, -19.711, 0.837], [14.785, -11.516, -3.846], [14.254, -19.596, -3.358], [15.978, -18.668, 0.460], [13.824, -14.643, -0.972], [12.290, -18.018, -5.590], [13.959, -16.640, -7.404], [5.897, -18.582, -1.040], [9.390, -10.902, -2.693], [15.618, -18.058, -2.229], [9.893, -11.154, -1.277], [12.762, -14.276, -3.838], [14.356, -19.101, -4.336], [16.346, -14.525, -2.778], [17.801, -16.370, -0.435], [16.271, -13.046, 3.486], [11.661, -17.239, 1.689], [9.472, -18.195, -4.779], [12.958, -10.297, -1.866], [17.787, -18.826, 0.426], [8.467, -18.398, -2.287], [10.856, -20.580, 1.302], [16.918, -16.522, -0.904], [12.422, -9.905, -3.237], [8.574, -19.380, -2.768], [10.586, -17.124, -7.370], [13.319, -14.136, -5.312], [16.154, -16.238, -0.295], [16.348, -11.402, -1.715], [12.859, -19.825, -6.922], [14.351, -13.891, 3.512], [5.244, -18.191, -2.596], [14.984, -13.734, 1.551], [10.908, -18.453, -1.464], [12.804, -20.675, -0.545], [12.689, -19.607, 2.190]]
}

[4]
{
  "formula": "C18H60O14",
  "method": "ωB97M-V/def2-TZVPD",
  "orbital_gap_ev": 9.72,
  "total_energy_ev": -48298.8929,
  "lumo_ev": 0.330,
  "homo_ha": -0.345,
  "symbols": ["H", "H", "H", "H", "H", "C", "O", "O", "H", "O", "H", "H", "H", "H", "H", "H", "C", "H", "H", "H", "H", "H", "H", "H", "C", "H", "H", "O", "H", "H", "H", "O", "H", "C", "C", "H", "H", "H", "C", "H", "O", "H", "C", "H", "H", "H", "H", "C", "O", "H", "H", "O", "H", "C", "H", "H", "H", "C", "O", "H", "O", "C", "H", "O", "H", "H", "H", "H", "H", "H", "H", "C", "H", "C", "C", "C", "H", "O", "O", "C", "H", "H", "C", "H", "H", "H", "C", "H", "H", "H", "O", "H"],
  "xyz": [[-5.186, 0.975, -3.647], [-3.718, -0.667, -4.253], [-2.462, 3.481, -5.142], [-1.499, -2.434, 0.525], [-1.213, -0.810, -2.943], [2.306, -3.102, -0.177], [0.611, 3.806, -2.884], [3.156, 0.002, 3.295], [1.498, 2.433, -4.330], [4.106, -0.107, 0.681], [3.063, 4.112, 2.841], [0.386, -2.986, 2.467], [4.749, 0.721, -1.174], [2.419, 0.396, 3.775], [3.748, 3.173, 1.508], [-4.087, -2.079, 0.428], [-0.443, 0.085, 5.177], [3.675, 2.408, 3.086], [-0.044, 5.190, -0.941], [-0.205, 2.209, -3.796], [-2.817, -2.475, 2.859], [1.166, -1.083, -2.103], [-1.155, 5.122, 0.416], [0.587, 5.412, 0.653], [-0.254, -4.032, 4.007], [-2.830, -2.186, -4.134], [-1.154, -0.145, 4.313], [0.723, -0.698, 5.040], [4.250, -1.712, 3.365], [0.504, -4.837, 4.005], [1.651, 2.587, 1.363], [2.336, -1.844, -0.891], [-0.107, 1.129, 5.130], [4.249, 1.019, -0.224], [-4.311, 2.753, -4.374], [4.807, -0.370, 4.491], [1.990, -1.061, -4.398], [1.038, -0.577, 1.795], [-4.930, 2.007, -3.245], [-2.120, -0.909, -5.184], [1.060, 0.725, -0.279], [-0.133, -3.237, -1.425], [-3.743, -2.403, 2.312], [1.269, -3.241, 0.169], [-2.386, 1.946, -4.204], [-5.883, 2.404, -2.943], [-1.694, -4.058, -1.191], [-2.814, 2.950, -4.286], [2.054, 2.338, 2.226], [-1.765, -0.203, -0.398], [-0.770, -0.823, 1.910], [-0.910, -3.225, 0.547], [2.748, -1.288, -0.219], [-0.785, -3.835, -0.785], [0.539, -1.477, 4.446], [-4.216, -3.406, 2.227], [2.945, -3.073, 0.671], [0.029, 0.502, 0.305], [-4.980, 3.026, -5.349], [-4.485, -1.854, 2.856], [-3.430, -1.807, 1.098], [0.791, 2.487, -3.483], [-4.346, 1.871, -2.366], [-2.121, -0.471, -3.081], [-0.446, -3.723, 5.022], [4.912, 1.744, 0.221], [-0.264, -4.815, -0.650], [3.428, -1.274, 4.940], [0.135, 3.122, -0.690], [0.337, -1.614, -4.766], [1.464, -2.560, -3.754], [3.184, 3.106, 2.421], [1.438, 3.988, -2.485], [0.039, -0.093, 1.683], [-2.678, -1.071, -4.259], [3.935, -0.933, 4.074], [-0.141, 0.738, 2.409], [0.612, -0.970, -2.879], [0.175, -2.798, 3.402], [-0.150, 4.839, 0.096], [-1.222, 1.364, -1.159], [1.077, 1.756, -2.675], [1.105, -1.589, -4.013], [-2.538, 3.528, -3.372], [3.636, 0.110, 1.466], [3.237, 1.374, -0.406], [-1.299, 0.791, -0.253], [-1.950, 1.196, 0.512], [-0.964, -0.116, 6.098], [-1.166, -4.388, 3.481], [-0.021, 3.478, 0.200], [2.665, -3.944, -0.805]]
}